1.
11
Properties=species:S:1:pos:R:3 method="wB97M-V/def2-TZVPD" total_charge=-1 e_homo_ev=-4.09 orbital_gap_ev=8.52 e_tot_ha=-268.02987
C -1.004 0.958 -0.258
O 0.018 0.167 0.268
H -0.791 1.230 -1.305
H -1.949 0.414 -0.224
H -1.021 1.930 0.272
H -0.575 -0.741 0.712
H -0.724 -2.354 1.378
O -1.330 -1.632 1.180
H 2.879 0.371 -0.588
H 1.358 0.314 -0.678
O 2.171 0.579 -1.202

***

2.
52
Properties=species:S:1:pos:R:3 method="wB97M-V/def2-TZVPD" total_charge=+1 e_homo_ev="-9.43 / -11.23" orbital_gap_ev="6.57 / 6.37" multiplicity=5 e_tot_ha=-2709.54541
C -3.586 -0.134 -0.866
C -2.564 -0.721 -1.665
C -1.905 -1.715 -0.873
H -2.356 -0.499 -2.708
C -2.533 -1.734 0.417
C -3.577 -0.772 0.410
H -4.256 -0.565 1.233
H -4.302 0.611 -1.201
H -1.138 -2.408 -1.221
H -2.263 -2.392 1.241
Co -1.787 0.086 0.018
C 2.740 2.089 0.975
H 1.759 2.466 1.276
H 3.059 1.234 1.578
H 3.439 2.913 1.189
Si 0.313 -0.330 -0.155
C 1.302 -0.453 -1.751
C 0.683 -0.584 -3.012
H -0.407 -0.571 -3.096
C 1.460 -0.734 -4.164
H 0.972 -0.870 -5.131
C 2.855 -0.699 -4.090
H 3.455 -0.776 -5.001
C 3.479 -0.558 -2.846
H 4.569 -0.541 -2.781
C 2.708 -0.440 -1.682
H 3.203 -0.331 -0.709
C 0.776 -1.799 0.926
C 1.464 -2.919 0.438
H 1.857 -2.914 -0.583
C 1.659 -4.035 1.266
H 2.188 -4.905 0.872
C 1.210 -4.022 2.591
H 1.383 -4.884 3.237
C 0.557 -2.895 3.092
H 0.211 -2.870 4.127
C 0.361 -1.777 2.274
H -0.120 -0.879 2.679
H 2.821 1.892 -0.099
H 1.257 0.862 0.601
C -1.835 4.618 2.475
O -1.518 3.191 2.670
C -1.566 2.409 1.613
O -1.445 1.151 1.694
N -1.748 2.965 0.406
N -1.787 2.011 -0.694
H -1.048 5.128 1.895
H -1.855 5.012 3.490
H -2.824 4.761 2.006
H -1.679 3.969 0.227
H -2.636 2.190 -1.241
H -1.005 2.168 -1.346

***

3.
150
Properties=species:S:1:pos:R:3 method="wB97M-V/def2-TZVPD" total_charge=0 e_homo_ev=-9.31 orbital_gap_ev=9.25 e_tot_ha=-26632.39653
C -4.790 -2.508 -1.486
O -4.238 -2.709 -0.197
C -3.174 -3.642 -0.261
C -1.906 -2.964 -0.828
C -1.516 -3.453 -2.234
C -0.541 -2.443 -2.842
C 0.685 -2.275 -1.935
C 1.934 -1.693 -2.621
C 2.143 -0.223 -2.272
C 0.881 0.616 -2.616
C -0.011 0.751 -1.352
C -0.001 2.150 -0.722
C -1.237 2.903 -1.227
C -2.578 2.297 -0.729
C -3.640 2.221 -1.838
C -3.799 3.513 -2.673
C -3.667 3.292 -4.188
N -2.295 2.962 -4.594
O 0.008 1.902 0.687
C -0.087 2.997 1.505
C -0.044 2.449 2.952
O -0.525 3.526 3.738
C -1.079 1.301 3.132
C -1.155 0.764 4.572
C -2.131 -0.402 4.681
N -3.332 -0.345 3.956
O -1.923 -1.318 5.383
N 1.295 2.175 3.420
C 1.882 0.921 2.917
C 3.308 1.066 2.352
C 4.284 1.827 3.211
O 5.413 1.649 3.030
O 3.889 2.731 4.150
S 1.204 4.301 1.246
O 1.100 5.313 2.206
O 2.506 3.757 1.210
F 0.970 5.010 -0.168
H -5.758 -2.025 -1.388
H -4.144 -1.801 -2.027
H -4.851 -3.441 -2.051
H -2.981 -4.007 0.760
H -3.417 -4.512 -0.869
H -2.103 -1.888 -0.806
H -1.101 -3.172 -0.121
H -1.015 -4.417 -2.154
H -2.405 -3.498 -2.864
H -0.243 -2.714 -3.855
H -1.109 -1.505 -2.898
H 0.397 -1.749 -1.028
H 0.944 -3.293 -1.619
H 2.796 -2.262 -2.261
H 1.902 -1.880 -3.695
H 2.971 0.130 -2.896
H 2.468 -0.108 -1.238
H 0.316 -0.003 -3.315
H 1.118 1.561 -3.102
H 0.432 0.112 -0.589
H -1.020 0.399 -1.563
H 0.900 2.631 -1.111
H -1.246 3.965 -0.982
H -1.200 2.862 -2.318
H -2.387 1.313 -0.295
H -2.928 2.920 0.100
H -4.586 2.015 -1.337
H -3.404 1.377 -2.493
H -3.164 4.337 -2.354
H -4.831 3.853 -2.537
H -4.330 2.479 -4.508
H -3.915 4.248 -4.648
H -2.177 3.008 -5.596
H -2.072 2.032 -4.269
H -1.056 3.503 1.435
H -0.426 3.311 4.668
H -2.058 1.639 2.785
H -0.840 0.440 2.499
H -1.510 1.552 5.239
H -0.185 0.386 4.880
H -3.831 -1.232 4.072
H -3.045 -0.289 2.982
H 1.281 2.108 4.425
H 1.956 0.232 3.769
H 1.286 0.401 2.170
H 3.250 1.440 1.333
H 3.710 0.057 2.267
H 4.041 3.619 3.809
C 6.704 -1.575 4.049
Cl 6.135 -0.815 5.541
Cl 7.583 -0.394 3.084
Cl 7.768 -2.930 4.449
Cl 5.313 -2.177 3.131
C 7.265 4.326 4.550
Cl 6.542 3.101 5.589
Cl 7.297 5.889 5.378
Cl 8.924 3.828 4.165
Cl 6.310 4.492 3.065
C 8.958 4.855 -0.591
Cl 9.018 4.062 0.985
Cl 9.235 6.590 -0.388
Cl 10.206 4.177 -1.644
Cl 7.367 4.594 -1.319
C 11.183 0.695 -3.706
Cl 11.936 0.273 -2.165
Cl 11.733 -0.423 -4.957
Cl 9.425 0.587 -3.552
Cl 11.633 2.347 -4.148
C 0.804 2.941 -7.493
Cl -0.873 2.872 -8.053
Cl 0.951 1.962 -6.033
Cl 1.875 2.310 -8.749
Cl 1.240 4.613 -7.130
C 10.767 -4.250 -5.732
Cl 10.935 -3.650 -7.387
Cl 9.648 -3.214 -4.841
Cl 10.141 -5.903 -5.767
Cl 12.345 -4.230 -4.936
C -2.831 -4.321 2.536
Cl -4.041 -3.597 3.600
Cl -1.751 -5.342 3.486
Cl -3.650 -5.305 1.309
Cl -1.893 -3.041 1.747
C -2.923 -7.666 -1.604
Cl -2.814 -6.852 -0.037
Cl -1.476 -7.317 -2.556
Cl -3.054 -9.410 -1.354
Cl -4.352 -7.084 -2.468
C -6.133 2.086 5.457
Cl -6.309 2.516 7.161
Cl -4.529 2.571 4.890
Cl -6.332 0.336 5.269
Cl -7.364 2.923 4.506
C -11.234 1.639 3.937
Cl -10.752 3.221 4.572
Cl -11.730 1.812 2.247
Cl -9.877 0.514 4.038
Cl -12.584 1.011 4.885
C 12.628 -7.739 -2.610
Cl 11.978 -9.380 -2.500
Cl 13.915 -7.533 -1.416
Cl 13.283 -7.474 -4.232
Cl 11.338 -6.575 -2.289
C -14.674 -2.348 3.467
Cl -15.932 -1.671 4.511
Cl -13.615 -3.391 4.423
Cl -15.426 -3.295 2.177
Cl -13.727 -1.035 2.765
C -8.155 0.848 -1.056
Cl -8.595 1.756 0.395
Cl -7.400 1.938 -2.227
Cl -7.014 -0.433 -0.626
Cl -9.606 0.133 -1.768

***

4.
58
Properties=species:S:1:pos:R:3 method="wB97M-V/def2-TZVPD" total_charge=+1 e_homo_ev=-11.07 orbital_gap_ev=8.19 e_tot_ha=-5805.22970
Co -0.072 0.240 0.007
O -0.555 3.908 4.571
C -0.498 3.067 3.526
C -1.536 2.956 2.593
C -1.361 2.077 1.548
N -0.248 1.370 1.450
C 0.732 1.418 2.341
C 0.651 2.275 3.412
C 1.845 0.455 1.967
O 2.825 0.334 2.666
O 1.615 -0.160 0.846
C -2.334 1.707 0.440
O -3.504 2.016 0.512
O -1.777 0.984 -0.485
H -1.360 4.441 4.544
H -2.452 3.527 2.666
H 1.448 2.326 4.140
C -2.939 -3.018 -1.428
C -2.215 -1.762 -1.909
C -0.732 -1.919 -1.941
N 0.138 -1.066 -1.490
N 1.449 -1.413 -1.708
C 1.547 -2.547 -2.315
N 2.739 -3.092 -2.689
S 0.019 -3.281 -2.684
H -4.012 -2.839 -1.408
H -2.613 -3.294 -0.425
H -2.761 -3.869 -2.088
H -2.439 -0.901 -1.285
H -2.541 -1.511 -2.923
H 3.540 -2.732 -2.193
H 2.769 -4.076 -2.896
C 4.062 1.390 -0.193
N 3.613 1.064 -1.543
C 4.415 0.491 -2.500
C 3.658 0.329 -3.609
N 2.406 0.806 -3.313
C 1.284 0.777 -4.240
C 2.380 1.240 -2.040
Se 0.907 2.045 -1.193
H 5.114 1.659 -0.243
H 3.921 0.537 0.465
H 3.485 2.234 0.174
H 5.448 0.264 -2.313
H 3.903 -0.072 -4.576
H 1.515 1.387 -5.111
H 0.409 1.175 -3.734
H 1.100 -0.252 -4.544
N -3.959 -1.543 4.533
C -3.374 -1.188 3.386
N -3.997 -0.312 2.586
N -2.183 -1.725 3.134
C -1.592 -1.407 2.028
N -1.045 -1.142 1.040
H -4.837 -1.161 4.832
H -3.455 -2.159 5.147
H -4.927 0.014 2.785
H -3.620 -0.075 1.681

***

We obtain F_max values of 1.09, 6.61, 8.35, 0.47 eV/Å for the records listed above, in that order.